Formula: C51H136AgN9O19
Source: OMol25
Level of theory: ωB97M-V/def2-TZVPD

XYZ file:
```
216
C51H136AgN9O19, DFT ωB97M-V/def2-TZVPD
C 3.368 -5.902 3.041
C -0.100 1.941 -1.124
H 3.055 0.671 -0.418
H -1.713 -5.378 4.994
C -3.790 1.787 2.013
H 4.435 -6.990 -2.346
H 0.836 -6.724 2.154
H 5.879 -1.828 -3.161
H 1.813 3.247 5.232
C -0.922 -1.727 0.802
H -5.182 3.956 -1.749
C 1.326 -6.042 1.460
C -1.173 -0.274 -1.160
C 5.756 -1.886 -2.076
H -3.086 4.810 1.195
O 2.003 3.807 -3.817
H 1.430 -2.450 -0.190
C 1.231 2.613 0.834
H 3.778 1.337 -3.323
H -7.201 -4.337 2.481
H 4.283 1.704 1.146
C -4.270 1.985 -3.447
C 6.244 3.329 -0.608
H 4.982 5.241 -4.498
H 1.844 -3.404 1.404
C 3.869 -0.596 -6.012
H -7.169 6.057 -5.039
H -2.698 0.589 -5.771
H 2.251 1.853 5.909
C -0.092 -3.435 -4.670
C 2.242 -5.124 2.291
H 2.231 2.546 1.258
H 0.549 -5.445 0.976
H 4.356 -5.139 -0.702
C -5.862 -1.966 2.073
H 2.703 2.081 -1.424
O -0.453 -2.400 -5.559
C -0.641 -5.326 5.184
C 3.850 -5.040 -1.666
N -3.431 -1.390 -7.313
O -0.161 -4.133 4.538
C -4.293 -3.726 1.077
H -1.429 -1.410 -7.799
C -6.310 5.487 -4.678
H 7.154 2.735 -0.735
H -2.250 -5.064 0.693
H -2.017 -0.586 4.611
H 4.441 3.073 -1.085
H 4.196 4.043 -5.370
H -0.450 -4.359 -5.133
H -4.237 4.628 -3.141
C -5.082 2.719 4.670
C 0.298 6.585 2.742
N -6.188 -4.303 2.467
H -5.416 6.012 -5.015
C 1.945 2.207 4.917
H 1.656 6.755 4.176
H -1.777 3.812 0.371
O 5.104 2.487 -0.699
H 3.314 -2.958 -1.594
H 1.088 3.568 0.330
C -1.849 -2.339 -5.876
H 5.859 -1.946 1.074
H 2.152 -6.241 -1.252
O -5.358 2.902 -3.459
H 0.231 7.090 4.735
C 3.223 4.436 -3.485
H -6.431 -3.534 0.576
H -3.791 -2.927 0.526
H 0.994 -3.540 -4.622
H -0.438 -2.387 3.713
N -6.129 6.318 -2.427
H -6.260 1.027 5.577
O 3.281 0.219 -7.004
H 6.211 3.834 -2.697
O 2.803 -6.720 4.057
C -1.100 -3.124 4.172
O 4.290 0.913 1.697
C 0.649 1.457 4.520
H -4.542 0.704 5.308
H 5.979 0.399 0.578
N -0.770 -1.826 6.216
H 1.978 0.548 -1.793
C -2.151 4.805 0.625
H 7.476 4.576 -1.952
H 2.309 0.356 -4.738
C 3.971 4.891 -4.719
H -5.916 -5.227 2.144
H -1.574 1.210 -2.566
H -3.731 -0.457 -7.560
H -3.084 1.269 2.667
N 2.679 -3.979 1.516
C 5.415 0.106 1.465
H -6.132 3.245 2.765
H -4.014 2.681 4.447
H 1.322 6.099 0.833
H 3.930 3.841 -2.905
N -5.622 3.939 5.281
C 2.703 -8.062 3.637
H -1.870 6.253 2.856
H 3.107 6.617 -5.226
C -5.766 2.354 3.295
H -0.789 4.750 2.918
Ag 2.796 -0.331 3.347
N 0.705 6.398 4.161
H -3.308 -1.799 4.015
H 0.413 2.519 1.551
C -2.972 -5.362 -0.079
H 3.101 -0.815 -3.900
H -0.519 -5.197 6.263
H -4.050 1.712 -2.411
H -1.462 -0.980 1.392
H -2.331 -3.253 6.020
C 1.500 6.167 1.907
H 3.645 -8.571 3.428
H -5.341 -2.013 3.028
H -5.472 -1.206 1.396
H 4.356 -1.523 0.415
H 0.097 -0.381 4.941
H 1.481 4.416 -4.346
H -0.094 7.590 2.566
H -0.952 0.322 -5.884
H -1.646 -1.049 -1.763
H -2.553 5.235 -0.297
H -6.548 3.633 5.561
C -1.767 -2.531 5.425
C 4.497 -5.942 -2.660
H -3.528 -2.051 -8.070
H -3.397 2.463 -3.902
C 0.895 -1.842 -0.918
C -5.175 4.167 -2.824
H 1.889 -5.060 -2.257
H -5.046 1.849 6.552
C 0.996 1.462 -0.130
C 6.436 4.322 -1.740
C 3.324 -0.037 -4.645
H -0.285 -2.571 6.713
H 0.273 1.837 3.568
H -0.330 -2.304 1.509
H -2.850 -6.437 -0.175
H 6.404 3.866 0.330
O -5.126 1.433 2.443
H 1.938 -8.278 2.889
H -0.063 1.867 5.243
O 5.293 -3.122 -1.580
C -1.905 0.187 -6.402
H 5.107 -1.061 -1.766
H -2.312 -3.236 -6.297
H 1.774 -6.611 0.648
H 6.015 6.250 -1.515
H -3.610 1.503 0.979
H 0.424 2.599 -1.821
N 2.428 -5.282 -1.424
O 0.902 0.071 4.642
H -1.867 -3.371 3.433
C 4.988 -1.317 1.288
H 2.714 -4.171 0.515
O -4.249 -4.992 0.434
H 2.863 5.234 -2.826
H -0.896 2.520 -0.655
C -0.946 5.764 2.542
H -6.813 7.020 -2.668
H -2.452 -2.147 -4.983
H 0.045 0.477 -2.698
H 0.030 -6.127 4.884
H 1.626 -4.722 3.098
H 3.881 -5.065 3.519
C -2.653 -1.451 4.811
O 4.214 -1.851 2.349
H -5.692 4.657 4.571
N 0.570 0.227 0.523
O 1.389 -0.146 1.499
H -1.789 0.885 -7.235
C -0.077 -0.891 -0.240
H -6.761 1.946 3.496
O 2.952 2.024 3.930
O 3.112 5.703 -5.527
O 4.238 0.865 -4.023
C -5.268 1.479 5.547
H -0.440 -3.291 -3.644
H 2.576 -0.176 -7.519
H -3.778 -3.821 2.040
H 2.302 6.908 1.974
H 2.289 -8.564 4.517
H -2.686 -4.754 -0.940
O 5.551 5.417 -1.624
C 4.064 -3.579 -2.103
H 2.030 5.241 2.140
H 4.957 -0.645 -5.946
H -6.922 -1.821 2.278
H -7.345 4.734 -3.004
H -6.184 6.158 -1.429
H -1.765 -2.246 0.349
H -1.908 0.213 -0.510
C -2.033 -1.225 -6.906
H -3.304 -1.015 5.577
H 0.479 -2.561 -1.624
H 3.618 2.705 4.059
C -5.754 -3.338 1.411
H 6.764 -1.643 -1.736
O -1.181 5.684 1.110
H -4.525 1.096 -4.019
H 5.563 -5.840 -2.865
H -1.236 -1.358 6.991
C 2.269 1.194 -0.964
H 3.820 -2.701 2.052
H 6.072 0.197 2.336
H 3.906 -3.383 -3.168
H 3.911 -5.963 -3.583
H -6.399 4.575 -5.275
H 3.641 -1.653 -6.169
C -0.715 0.846 -2.002
H 4.019 -6.379 2.306
H -3.589 2.839 2.220
C -6.325 5.070 -3.199
H 1.690 -1.347 -1.477
```

Properties
ΔE to the lowest compared entry with this formula, charge and spin: 0.0 kcal per mole
Charge: +1
2S+1: 2
<S²>: 0.754
HOMO level (alpha / beta): -10.61 / -10.61 eV

***

Formula: CIN3S
Source: OMol25
Level of theory: ωB97M-V/def2-TZVPD

XYZ file:
```
6
CIN3S, DFT ωB97M-V/def2-TZVPD
I -1.936 0.909 -1.357
N 0.642 -3.318 0.782
N 0.135 3.276 -1.275
S -0.011 -1.100 2.032
N 0.223 -2.379 1.281
C -0.518 2.360 -1.395
```

Properties
ΔE to the lowest compared entry with this formula, charge and spin: 5.5 kcal per mole
2S+1: 1
SMILES: N#[N+][S-].N#CI
HOMO level: -10.14 eV

***

Formula: CH15N2O5
Source: OMol25
Level of theory: ωB97M-V/def2-TZVPD

XYZ file:
```
23
CH15N2O5, DFT ωB97M-V/def2-TZVPD
N 1.382 1.104 -0.367
H 0.564 1.135 -1.004
H -1.132 1.381 -2.506
O -2.762 -2.857 -1.599
H 0.211 -0.535 2.122
O 1.062 -1.601 3.305
H 3.449 3.175 -1.751
H -3.600 -0.200 -0.177
N 0.125 -0.159 1.176
H -3.002 -3.743 -1.362
H -1.923 0.600 -1.458
H 0.431 -2.353 3.342
H -2.940 -1.480 -0.775
H -0.719 -0.222 0.617
O 3.531 2.869 -0.841
H -3.251 -2.712 -2.406
H 1.514 -1.659 4.142
O -2.752 -0.585 -0.405
C 1.224 0.379 0.715
O -1.115 1.125 -1.586
H 3.722 3.683 -0.362
H 2.245 1.663 -0.460
H 2.117 0.296 1.329
```

Properties
ΔE to the lowest compared entry with this formula, charge and spin: 0.0 kcal per mole
Charge: +1
2S+1: 1
HOMO level: -13.89 eV